Record 1
Computed, not measured: a structure of composition C29H69BF6N4O11S2Zn, with wB97M-V/def2-TZVPD.

For the HOMO energy, the calculation gives -7.983 eV. For the total energy, the calculation gives -146736.42460 eV. The gap between HOMO and LUMO comes out at 7.95 eV.

ORCA input file:
```
! wB97M-V def2-TZVPD RIJCOSX def2/J DEFGRID3
* xyz 0 1
Zn 1.5764 -0.6432 0.9210
B -0.5437 -0.3384 0.2927
H -1.3494 0.3699 0.4083
H 0.2904 0.1301 -0.2063
H -0.2579 -0.7833 1.2333
H -0.8133 -1.1593 -0.3535
C 5.8632 2.7906 4.1622
F 4.5728 3.1806 4.0112
F 6.6643 3.7565 3.8748
F 6.1034 2.4176 5.4212
S 6.2479 1.2656 2.9479
O 5.9523 1.8026 1.5938
O 7.6629 1.1069 3.0895
N 5.1859 0.0887 3.5133
S 5.9435 -0.9364 4.4113
O 6.0246 -2.2186 3.8110
O 7.1086 -0.4744 5.1603
C 4.5610 -1.0998 5.8813
F 3.4154 -1.4752 5.3016
F 4.9140 -1.9973 6.7401
F 4.3247 0.0582 6.4457
C -5.0459 -2.3535 1.5467
C -3.9302 -1.5368 1.0113
C -4.4173 -0.1665 0.5746
O -2.9548 -1.3261 2.0358
H -5.6429 -2.7236 0.7132
H -5.7681 -1.9337 2.2468
H -4.7273 -3.2446 2.0875
H -3.4621 -1.9744 0.1295
H -5.0923 -0.2934 -0.2717
H -3.6224 0.4549 0.1622
H -4.8221 0.5641 1.2750
H -2.2127 -0.8450 1.6625
C -2.8586 3.3633 0.5441
C -1.4109 3.1516 1.0115
C -0.8037 4.4217 1.5458
O -1.3404 2.0735 1.9904
H -2.8438 4.0983 -0.2606
H -3.5570 3.7890 1.2646
H -3.3828 2.4823 0.1737
H -0.8498 2.7501 0.1677
H -0.5102 5.1406 0.7808
H 0.1549 4.2676 2.0412
H -1.4744 4.9585 2.2167
H -1.6269 1.2611 1.5668
C -0.1424 -2.1839 3.8674
O 0.6939 -1.2206 3.2708
C 0.6292 -0.0070 4.0858
C 1.5500 1.0121 3.4116
N 1.4444 1.1419 1.9605
C 2.5122 2.0034 1.6530
C 2.4456 2.3576 0.1859
O 2.1948 1.1516 -0.5725
C 1.8341 1.4532 -1.9639
H -1.1560 -1.8139 3.7132
H -0.1840 -2.3396 4.9454
H 0.0909 -3.0937 3.3142
H 1.0566 -0.1687 5.0754
H -0.3746 0.4094 4.1702
H 2.5629 0.6699 3.6235
H 1.2455 1.9898 3.7850
H 0.5850 1.6553 1.8264
H 3.5072 1.5929 1.8253
H 2.5451 2.9560 2.1818
H 3.3402 2.8192 -0.2321
H 1.6043 3.0050 -0.0615
H 1.5946 0.5635 -2.5462
H 2.7510 1.8626 -2.3878
H 0.9793 2.1055 -2.1422
C 1.7164 -2.0573 -2.1722
O 2.3389 -1.5035 -0.9965
C 3.7525 -1.6014 -1.0251
C 4.3650 -0.9168 0.2010
N 3.4778 -1.0342 1.4219
C 3.3441 -2.3533 1.9964
C 2.3567 -3.4562 1.4533
O 1.2408 -2.7981 1.0191
C 0.1556 -3.6450 0.4762
H 2.1184 -1.8399 -3.1618
H 0.6330 -1.9559 -2.1084
H 1.8128 -3.1416 -2.1164
H 4.0861 -1.2206 -1.9904
H 4.0728 -2.6431 -1.0380
H 4.5136 0.1293 -0.0668
H 5.3934 -1.2572 0.3217
H 3.9618 -0.5245 2.1472
H 2.9443 -2.2843 3.0081
H 4.3714 -2.6878 2.1406
H 2.2182 -4.0678 2.3448
H 2.9059 -4.0490 0.7219
H 0.2203 -3.8141 -0.5987
H -0.8358 -3.1923 0.4618
H 0.0798 -4.5547 1.0719
C -4.1883 0.1094 -6.8331
C -4.5836 0.5298 -5.4152
C -5.1905 -0.7000 -4.6699
C -4.0556 -1.6745 -4.2136
C -3.1355 -0.8979 -3.2825
C -2.4586 0.3327 -4.0015
N -3.4445 1.1530 -4.7023
O -3.0220 2.2846 -5.2744
C -1.7184 1.0894 -2.9067
C -1.4504 -0.1519 -5.1471
C -5.7414 1.5152 -5.3718
H -3.4180 -0.6614 -6.8113
H -3.7049 0.9250 -7.3708
H -5.1116 -0.2137 -7.3140
H -5.7661 -0.5015 -3.7657
H -5.7723 -1.2433 -5.4145
H -3.5991 -2.1489 -5.0823
H -4.5072 -2.5627 -3.7718
H -2.3356 -1.6027 -3.0555
H -3.6617 -0.6213 -2.3689
H -1.0612 1.8408 -3.3442
H -2.3422 1.5162 -2.1213
H -1.0006 0.4119 -2.4443
H -1.2193 0.6961 -5.7918
H -0.5030 -0.4458 -4.6953
H -1.7628 -0.9997 -5.7568
H -6.7114 1.1150 -5.6665
H -5.4565 2.4327 -5.8866
H -5.8395 1.8944 -4.3546
H -3.0367 2.9071 -4.5437
*
```

Mulliken population analysis, charges in e, atoms 1 to 99: 3.90 4.88 -1.44 -1.09 -1.10 -0.35 0.66 -0.20 -0.21 -0.24 0.74 -0.62 -0.59 -0.38 0.82 -0.65 -0.60 0.69 -0.30 -0.22 -0.23 -1.76 1.24 -0.99 -0.60 0.40 0.37 0.41 -0.17 0.49 -0.31 0.36 -0.08 -1.46 2.16 -1.65 -0.58 0.42 0.37 0.07 -0.61 0.35 0.29 0.41 0.14 -1.01 -0.05 -2.04 -0.09 1.06 0.70 -1.54 -0.03 -1.03 0.19 0.39 0.14 0.55 0.55 0.15 0.55 -1.42 -1.36 0.62 0.54 0.34 0.11 0.37 0.30 -1.20 0.35 -1.60 -0.47 2.02 -0.67 -1.70 0.36 -0.75 0.38 0.20 0.27 0.62 0.42 0.06 0.71 -1.82 -0.09 0.85 0.57 0.30 0.21 -0.07 0.43 -1.65 1.29 -1.13 -1.24 -0.22 1.81

---

Record 2
Computed, not measured: a structure of composition C29H69BO8PReSb2Se2, with wB97M-V/def2-TZVPD.

For the HOMO energy (spin up / spin down), the calculation gives -9.414 / -9.426 eV. For the total energy, the calculation gives -203431.69676 eV. The gap between HOMO and LUMO (spin up / spin down) comes out at 6.65 / 5.04 eV.

ORCA input file:
```
! wB97M-V def2-TZVPD RIJCOSX def2/J DEFGRID3
* xyz 1 4
Re 0.2083 -0.7614 -1.1590
O -0.9979 -0.5184 -4.1645
C -2.3838 -0.5631 -4.4290
C -3.1534 -0.1216 -3.1803
C -4.6351 0.1243 -3.5793
O -5.4142 0.5962 -2.5171
C -3.1464 -1.2163 -2.1071
Se -1.5093 -2.3145 -1.9764
C -2.6272 1.2031 -2.6375
Se -0.7856 1.2701 -1.9123
H -0.5277 -0.8506 -4.9367
H -2.6891 -1.5887 -4.6696
H -2.6345 0.0955 -5.2676
H -5.0479 -0.8043 -3.9966
H -4.6809 0.9042 -4.3418
H -5.5246 -0.0995 -1.8609
H -3.9513 -1.9347 -2.2883
H -3.2587 -0.7693 -1.1172
H -3.3024 1.5568 -1.8544
H -2.6107 1.9471 -3.4384
O 1.6539 -0.1470 1.1668
H 2.4453 -0.6986 1.1148
H 1.1777 -0.3992 1.9613
C 2.3386 2.6460 -2.5253
Sb 2.4477 0.5936 -1.8934
C 4.5013 0.6695 -1.2769
C 2.8076 -0.0483 -3.9273
H 3.2703 2.8820 -3.0263
H 2.2080 3.3105 -1.6804
H 1.5106 2.7868 -3.2153
H 5.0284 1.2517 -2.0185
H 4.9339 -0.3181 -1.2235
H 4.5861 1.1572 -0.3152
H 3.4543 0.6938 -4.3935
H 1.8625 -0.0893 -4.4732
H 3.2914 -1.0225 -3.9447
C -0.4700 -5.6280 -0.3868
C 0.4776 -4.6369 0.2665
O 1.4449 -4.1625 -0.6806
P 1.6751 -2.6400 -1.1157
O 2.2203 -2.8660 -2.6046
C 1.4836 -3.5547 -3.6174
C 2.1276 -4.8930 -3.9177
O 3.0674 -2.1998 -0.4239
C 4.2259 -3.0465 -0.4649
C 4.3821 -3.8525 0.8090
H -1.1563 -6.0054 0.3677
H 0.0722 -6.4678 -0.8139
H -1.0432 -5.1347 -1.1705
H 1.0324 -5.1254 1.0743
H -0.0893 -3.7895 0.6581
H 1.5045 -2.9155 -4.5054
H 0.4438 -3.6919 -3.2987
H 3.1533 -4.7463 -4.2425
H 1.5743 -5.3963 -4.7054
H 2.1213 -5.5156 -3.0279
H 5.0778 -2.3753 -0.5955
H 4.1584 -3.7067 -1.3301
H 4.4412 -3.1968 1.6746
H 5.3036 -4.4247 0.7515
H 3.5504 -4.5396 0.9334
C -3.2468 -3.0837 2.2294
C -2.0814 -2.1007 2.2732
C -1.1059 -2.5565 3.3621
O -1.3767 -2.1580 1.0206
B -1.0509 -0.9007 0.5995
O -1.5568 0.0516 1.4351
C -2.4776 -0.5848 2.3600
C -2.3183 0.0457 3.7355
C -3.8895 -0.3149 1.8371
H -2.8536 -4.0949 2.1528
H -3.8777 -2.9124 1.3637
H -3.8346 -3.0002 3.1385
H -0.7798 -3.5671 3.1286
H -1.5819 -2.5693 4.3352
H -0.2269 -1.9171 3.4034
H -1.2793 0.0343 4.0483
H -2.9215 -0.4851 4.4658
H -2.6578 1.0769 3.6869
H -4.0264 -0.7730 0.8610
H -4.0231 0.7591 1.7318
H -4.6378 -0.6999 2.5210
C -1.0926 3.5468 4.7738
C 0.1825 3.8789 4.0265
C 0.3622 5.3725 3.8894
Sb 0.2214 2.6729 2.1100
C -0.8618 3.8839 0.5719
C -2.2811 3.3634 0.4612
C -0.8498 5.3892 0.7455
C 2.3404 3.0643 1.4717
C 3.2615 2.7351 2.6299
C 2.6138 4.4506 0.9243
H -1.1247 4.0962 5.7142
H -1.1479 2.4845 4.9988
H -1.9703 3.8281 4.1954
H 1.0301 3.4666 4.5757
H -0.5122 5.8387 3.4482
H 1.2366 5.6306 3.2993
H 0.4987 5.8047 4.8822
H -0.3185 3.6111 -0.3362
H -2.8711 3.6273 1.3379
H -2.2786 2.2801 0.3598
H -2.7599 3.7999 -0.4143
H -1.5093 5.6980 1.5541
H -1.2234 5.8464 -0.1723
H 0.1475 5.7793 0.9349
H 2.4999 2.3310 0.6723
H 3.1385 3.4490 3.4408
H 4.3060 2.7666 2.3201
H 3.0493 1.7370 3.0093
H 2.5271 5.2005 1.7071
H 1.9379 4.7035 0.1101
H 3.6327 4.5018 0.5354
*
```

Mulliken population analysis, charges in e, atoms 1 to 99: 2.42 -0.22 -1.83 2.57 -1.44 -0.54 -0.91 -0.68 -1.83 -0.78 0.20 0.45 0.51 0.46 0.52 0.36 0.81 -0.41 0.76 0.71 -0.11 0.07 0.08 -1.22 0.77 -1.15 -1.19 0.53 0.12 0.47 0.50 0.26 0.27 0.54 0.21 0.34 -1.34 0.89 0.03 -2.38 -0.10 0.16 -1.49 0.43 -0.27 -1.25 0.44 0.41 0.15 0.43 -0.67 0.30 0.08 0.37 0.45 0.26 0.42 0.25 0.32 0.45 0.18 -1.92 1.50 -1.84 0.70 0.66 0.34 1.73 -1.97 -1.85 0.44 0.27 0.39 0.48 0.41 0.16 0.40 0.37 0.48 0.18 0.45 0.38 -1.42 0.27 -1.43 -0.16 1.16 -0.87 -1.82 2.10 -1.73 -1.64 0.48 0.22 0.29 0.49 0.25 0.22 0.50

---

Question: What is the formula in the first record?
Answer: C29H69BF6N4O11S2Zn